ORCA calculation (ωB97M-V/def2-TZVPD) on a structure of composition C2H4F2S at a distorted geometry.

The geometry in XYZ format:
```
9
Properties=species:S:1:pos:R:3:forces:R:3:nbo_charge:R:1
C -0.5629 0.4738 0.4322 1.927 -0.513 4.274 -0.598
C 0.4983 0.6292 -0.5588 -1.629 -2.107 -3.122 0.554
H 0.0912 -1.8501 -0.2691 -3.669 1.160 2.108 0.207
H -1.2301 1.2236 0.5506 -2.971 2.181 -1.148 0.235
H -0.0576 0.7952 1.4188 -0.097 -1.372 -0.827 0.218
H 0.0089 0.5339 -1.5937 1.111 -1.297 1.060 0.134
F 1.1485 1.7716 -0.7605 0.771 0.797 1.570 -0.318
F 1.3673 -0.4069 -0.1464 0.772 1.432 -1.521 -0.361
S -1.3167 -1.2252 0.5510 3.786 -0.280 -2.392 -0.071
```
Forces are in eV/Å.

Results
Frontier orbital gap (eV): 9.6
Charge: 0
LUMO (eV): 0.21
Energy relative to the best compared isomer or geometry (same formula, charge and spin) (kcal/mol): 60.3
Largest force on an atom (hartree/bohr): 0.0917
HOMO level (eV): -9.360
Multiplicity: 1